[1]
{"formula": "C14H13AgF6I2N2O6PS2", "method": "ωB97M-V with the def2-TZVPD basis set", "homo_energy_ev": [-2.42, -2.42], "charge": -2, "multiplicity": 2, "symbols": ["Ag", "I", "C", "C", "C", "I", "C", "C", "C", "C", "N", "C", "C", "O", "H", "H", "H", "H", "O", "C", "O", "C", "N", "C", "C", "C", "H", "H", "H", "H", "H", "H", "H", "H", "H", "O", "S", "O", "O", "S", "F", "P", "F", "F", "F", "F", "F"], "xyz": [[-1.933809, 1.221049, -0.458121], [-4.349109, -3.508451, 0.106879], [-3.296009, -2.459351, 1.596179], [-3.213309, -2.949851, 2.882379], [-2.536009, -2.229851, 3.835179], [-2.432109, -3.049151, 5.794379], [-1.917109, -1.008351, 3.538979], [-1.224609, -0.196051, 4.459979], [-0.643109, 0.966349, 4.032579], [-0.730609, 1.320549, 2.680279], [-1.389909, 0.595749, 1.812379], [-1.990109, -0.534451, 2.193879], [-2.718209, -1.255151, 1.162879], [-2.840509, -0.843751, -0.023221], [-3.685309, -3.891251, 3.128979], [-1.153609, -0.493351, 5.499579], [-0.112009, 1.610049, 4.717279], [-0.257009, 2.214149, 2.294279], [0.922191, -1.130951, 1.173579], [1.268591, -0.483551, 0.218579], [0.445791, 0.203549, -0.545721], [2.725991, -0.405251, -0.239421], [2.947991, 0.799049, -1.003121], [3.850791, 0.538249, -2.119921], [4.196291, -0.951951, -2.031621], [3.011191, -1.517751, -1.257921], [3.382391, -0.517351, 0.639379], [3.165791, 1.617249, -0.457221], [0.956591, 0.669149, -1.253421], [4.744691, 1.170949, -2.088721], [3.312291, 0.752849, -3.044121], [5.118991, -1.101451, -1.463121], [4.304491, -1.410251, -3.011221], [3.220891, -2.471351, -0.781021], [2.152891, -1.626451, -1.917421], [-3.042409, 2.917549, -1.494821], [-2.726009, 3.645749, -0.258821], [-3.244009, 2.937649, 0.915179], [-3.043909, 5.055949, -0.288721], [-0.705109, 3.391549, -0.118221], [-1.123709, 0.530449, -2.870621], [-0.095009, 0.349049, -4.127721], [0.979591, 0.147249, -5.343021], [-1.181709, -0.532751, -4.932221], [0.491991, -1.004451, -3.426721], [1.018191, 1.220149, -3.305121], [-0.633309, 1.698249, -4.821421]], "atomic_forces_ev_per_a": [[0.692, -1.304, 0.341], [0.075, -0.022, 0.277], [-0.327, -0.230, -0.686], [0.091, -0.020, 0.341], [-0.200, -0.652, 0.660], [-0.045, 0.109, -0.286], [0.134, 0.338, -0.392], [0.098, 0.172, -0.043], [-0.008, -0.171, 0.021], [-0.054, -0.031, -0.126], [0.114, 0.443, -0.078], [-0.028, -0.237, 0.518], [-0.234, -0.115, -0.349], [0.204, 0.377, -0.002], [0.018, 0.011, 0.025], [-0.037, -0.034, -0.059], [0.065, 0.044, 0.086], [-0.063, 0.087, 0.030], [-0.022, -0.078, -0.063], [0.636, -0.125, 0.295], [-0.280, 0.123, -0.297], [-0.159, -0.273, 0.290], [0.168, 0.168, 0.070], [0.157, 0.145, -0.546], [-0.085, 0.136, 0.115], [0.101, 0.024, 0.087], [-0.226, 0.020, -0.073], [0.041, -0.029, 0.034], [-0.035, -0.130, 0.145], [-0.046, -0.024, 0.036], [0.119, -0.008, -0.097], [0.026, -0.012, -0.027], [0.071, -0.007, -0.081], [-0.054, -0.055, 0.078], [-0.088, -0.030, -0.080], [-0.275, -0.037, -0.618], [-0.980, 1.153, 1.178], [-0.256, 0.417, -0.062], [0.143, 0.012, -0.213], [0.485, -0.096, -0.293], [0.159, -0.010, -0.560], [0.008, -0.211, -0.095], [-0.110, 0.085, 0.165], [0.078, 0.137, 0.161], [-0.040, 0.089, -0.035], [-0.004, 0.001, 0.062], [-0.024, -0.153, 0.146]]}

[2]
{"formula": "C14H13AuBN4O6SSe", "method": "ωB97M-V with the def2-TZVPD basis set", "homo_energy_ev": -4.65, "charge": -1, "symbols": ["Au", "C", "C", "N", "N", "C", "N", "S", "C", "C", "C", "C", "C", "N", "H", "H", "H", "H", "H", "H", "H", "H", "H", "O", "Se", "O", "O", "O", "O", "B", "O", "C", "C", "C", "C", "C", "C", "H", "H", "H", "H"], "xyz": [[1.574251, 0.858346, -0.754027], [-1.761139, -1.452520, -2.521258], [-0.516645, -1.006393, -1.814134], [-0.089538, 0.212211, -1.898452], [-0.775112, 1.057093, -2.686524], [-0.418879, 2.351005, -2.745899], [-1.236203, 3.017985, -3.631881], [0.767978, 3.252915, -1.952907], [0.227861, -2.037164, -1.023212], [-0.250644, -3.343335, -0.930134], [0.472357, -4.264169, -0.185359], [1.649507, -3.875956, 0.429115], [2.063996, -2.557831, 0.270896], [1.357884, -1.683678, -0.424418], [-2.212065, -0.610422, -3.032804], [-2.474087, -1.861489, -1.801606], [-1.537230, -2.235327, -3.249860], [-1.674677, 2.442627, -4.334893], [-0.869858, 3.904354, -3.935572], [-1.162840, -3.636069, -1.427738], [0.116294, -5.282859, -0.092297], [2.239969, -4.571872, 1.009123], [2.993653, -2.184125, 0.689135], [3.302944, 0.554881, -2.035526], [4.397107, 0.868326, -0.787567], [5.403957, 2.075215, -1.122602], [3.231391, 1.358641, 0.381835], [5.106095, -0.489010, -0.269898], [0.338741, 0.375060, 1.939714], [0.288609, 1.130151, 0.765782], [-0.765040, 2.040615, 0.817869], [-1.341393, 1.863008, 2.046620], [-2.403150, 2.537305, 2.601688], [-2.781849, 2.156222, 3.890151], [-2.111777, 1.147035, 4.572362], [-1.032662, 0.473269, 3.997076], [-0.673033, 0.857213, 2.727247], [-2.906186, 3.325483, 2.058697], [-3.611398, 2.660758, 4.368336], [-2.429182, 0.879488, 5.571882], [-0.498007, -0.306986, 4.521043]], "atomic_forces_ev_per_a": [[0.331, 0.470, 0.378], [-0.002, 0.051, -0.061], [0.118, -0.374, 0.074], [-0.160, 0.187, 0.140], [0.098, 0.089, 0.021], [-0.100, -0.220, -0.038], [0.062, 0.115, -0.066], [-0.153, 0.003, -0.162], [-0.202, 0.208, -0.096], [0.003, -0.075, 0.042], [-0.068, 0.016, -0.049], [0.072, 0.063, 0.020], [-0.043, -0.086, -0.035], [0.092, -0.139, -0.094], [-0.006, -0.020, 0.010], [0.000, -0.006, -0.002], [0.010, -0.001, 0.003], [-0.013, -0.020, 0.061], [-0.035, 0.002, -0.002], [0.001, -0.040, 0.028], [-0.007, 0.003, -0.010], [0.010, 0.003, -0.008], [-0.006, -0.007, 0.016], [0.064, 0.050, 0.151], [0.385, -0.190, -0.029], [-0.175, -0.137, 0.042], [-0.125, -0.083, -0.094], [-0.178, 0.151, -0.078], [0.043, 0.040, -0.047], [-0.068, 0.031, -0.135], [0.068, -0.075, 0.031], [-0.008, 0.039, -0.043], [-0.025, -0.001, 0.026], [0.008, 0.008, -0.033], [0.020, -0.016, -0.018], [-0.046, 0.004, 0.056], [0.042, -0.041, 0.003], [-0.011, -0.004, 0.010], [0.000, -0.001, 0.001], [-0.001, 0.002, 0.000], [0.003, -0.002, -0.012]]}

[3]
{"formula": "C14H13AuCl3N6SSi", "method": "ωB97M-V with the def2-TZVPD basis set", "homo_energy_ev": -11.50, "charge": 1, "symbols": ["Au", "N", "C", "N", "C", "N", "N", "C", "N", "C", "C", "C", "C", "C", "N", "H", "H", "H", "H", "H", "H", "H", "H", "Cl", "Si", "Cl", "Cl", "S", "C", "C", "C", "C", "C", "C", "H", "H", "H", "H", "H"], "xyz": [[0.153727, -0.685575, 0.790860], [2.674914, -0.854021, -1.734000], [1.506993, -1.277735, -2.203522], [1.479659, -1.791778, -3.427957], [0.292541, -2.194765, -3.866230], [0.217017, -2.740787, -5.077030], [-0.870934, -2.084143, -3.172250], [-0.739143, -1.573309, -1.979821], [0.402583, -1.163637, -1.409633], [-1.985308, -1.377659, -1.185939], [-3.225389, -1.611396, -1.746905], [-4.360706, -1.319116, -1.007590], [-4.218053, -0.785901, 0.260906], [-2.945529, -0.599033, 0.767414], [-1.851028, -0.907957, 0.065370], [3.478733, -0.932857, -2.333053], [2.754169, -0.412236, -0.828638], [1.051094, -2.844467, -5.627753], [-0.670023, -3.053285, -5.428943], [-3.274250, -2.001968, -2.751816], [-5.343198, -1.491940, -1.425207], [-5.073844, -0.518753, 0.863568], [-2.793855, -0.193182, 1.755658], [1.211846, -0.950664, 4.523312], [-0.190675, -0.566431, 3.122359], [-1.063625, 1.225247, 3.513640], [-1.564107, -2.076743, 3.341337], [2.279887, -0.115843, 1.468244], [2.140217, 1.612257, 1.866482], [2.657683, 2.052466, 3.079387], [2.586830, 3.399702, 3.404482], [1.989735, 4.297734, 2.532913], [1.480421, 3.855700, 1.317841], [1.564698, 2.516852, 0.976478], [3.108781, 1.346441, 3.763101], [2.992842, 3.743632, 4.346235], [1.927484, 5.345261, 2.795218], [1.027611, 4.558317, 0.630975], [1.190203, 2.171571, 0.020509]], "atomic_forces_ev_per_a": [[-0.004, 0.325, 0.065], [0.024, 0.054, -0.041], [0.007, -0.037, 0.007], [-0.002, 0.000, -0.002], [0.008, -0.004, -0.004], [0.000, -0.003, 0.002], [-0.009, -0.007, 0.003], [0.002, 0.002, -0.011], [0.009, -0.005, -0.014], [-0.009, -0.001, 0.000], [0.008, 0.010, -0.003], [-0.014, 0.000, 0.002], [-0.003, 0.002, -0.002], [0.007, -0.011, -0.028], [-0.050, -0.035, 0.054], [-0.009, -0.008, -0.008], [-0.019, -0.047, 0.053], [0.000, 0.000, -0.001], [0.000, 0.001, 0.000], [0.004, 0.002, 0.000], [0.000, 0.001, 0.000], [0.001, -0.001, 0.002], [-0.025, 0.000, -0.014], [-0.002, 0.037, 0.027], [0.034, -0.201, -0.054], [0.028, 0.028, -0.075], [0.011, 0.015, 0.042], [0.154, -0.102, 0.015], [-0.123, -0.028, -0.046], [-0.017, 0.007, 0.011], [0.006, -0.002, 0.000], [0.005, 0.002, -0.001], [-0.002, 0.013, 0.000], [-0.006, 0.005, 0.029], [-0.005, -0.017, 0.004], [0.000, 0.002, 0.000], [0.000, 0.000, -0.002], [-0.001, -0.001, 0.000], [-0.008, 0.003, -0.009]]}

[4]
{"formula": "C14H13AuCl3N6SSi", "method": "ωB97M-V with the def2-TZVPD basis set", "homo_energy_ev": [-11.29, -11.29], "charge": 1, "symbols": ["Au", "N", "C", "N", "C", "N", "N", "C", "N", "C", "C", "C", "C", "C", "N", "H", "H", "H", "H", "H", "H", "H", "H", "Cl", "Si", "Cl", "Cl", "S", "C", "C", "C", "C", "C", "C", "H", "H", "H", "H", "H"], "xyz": [[-0.353726, 0.380093, -0.176262], [3.276978, -0.592716, -0.513708], [2.543519, -1.712537, -0.464027], [3.184486, -2.875982, -0.424784], [2.401960, -3.950917, -0.348646], [2.987731, -5.150638, -0.308472], [1.045586, -3.932619, -0.300372], [0.533055, -2.727319, -0.352608], [1.195303, -1.583968, -0.445064], [-0.965370, -2.629430, -0.288166], [-1.729032, -3.780392, -0.256809], [-3.110517, -3.682093, -0.209999], [-3.696648, -2.430030, -0.189771], [-2.877971, -1.319569, -0.210562], [-1.541617, -1.412216, -0.266066], [4.274095, -0.682504, -0.599044], [2.842515, 0.308185, -0.626396], [3.987490, -5.214869, -0.378624], [2.423359, -5.978553, -0.251956], [-1.220493, -4.732498, -0.266800], [-3.720534, -4.575450, -0.191128], [-4.769538, -2.304344, -0.156463], [-3.289740, -0.320116, -0.181631], [-1.467944, 1.899402, 2.829431], [-0.160207, 0.537574, 2.122436], [-0.589046, -1.300598, 2.868230], [1.745264, 1.021808, 2.578699], [0.760013, 2.073956, -1.014058], [0.149859, 3.661605, -0.544818], [1.069611, 4.708222, -0.529414], [0.644490, 5.991706, -0.221401], [-0.688476, 6.228744, 0.080520], [-1.603752, 5.180921, 0.073230], [-1.191031, 3.900397, -0.244514], [2.111377, 4.512848, -0.752410], [1.358960, 6.803817, -0.208248], [-1.017706, 7.230712, 0.323160], [-2.643709, 5.367121, 0.307411], [-1.898604, 3.082237, -0.260910]], "atomic_forces_ev_per_a": [[-0.476, -0.856, -0.760], [-0.078, -0.096, -0.068], [0.082, 0.051, -0.022], [-0.064, 0.043, 0.004], [0.017, -0.146, 0.009], [-0.041, 0.105, -0.027], [0.072, 0.018, 0.013], [-0.251, 0.072, 0.093], [0.184, -0.009, -0.079], [0.054, 0.054, -0.071], [-0.048, -0.053, -0.020], [0.030, -0.084, 0.003], [-0.051, 0.035, -0.033], [0.102, 0.065, -0.036], [-0.073, -0.094, 0.452], [0.014, 0.019, 0.018], [0.007, -0.025, 0.032], [0.007, -0.005, 0.032], [-0.002, -0.005, -0.017], [-0.002, 0.006, -0.030], [0.012, 0.009, 0.013], [0.022, 0.006, 0.013], [0.005, 0.005, 0.005], [-0.006, 0.003, -0.033], [0.198, 0.214, 0.198], [-0.004, 0.029, 0.025], [-0.023, -0.017, 0.064], [0.329, 0.715, 0.244], [-0.059, 0.042, 0.009], [0.027, -0.043, 0.041], [-0.023, -0.018, -0.001], [-0.020, -0.011, 0.007], [0.026, 0.064, 0.010], [0.081, -0.071, -0.069], [-0.032, 0.014, 0.006], [-0.009, -0.006, -0.012], [0.006, -0.022, 0.000], [0.014, -0.001, 0.004], [-0.027, -0.008, -0.019]]}

[5]
{"formula": "C14H13BCrN9Se", "method": "ωB97M-V with the def2-TZVPD basis set", "homo_energy_ev": [-10.99, -11.84], "charge": 1, "multiplicity": 5, "symbols": ["Cr", "C", "C", "N", "N", "C", "B", "N", "C", "C", "C", "N", "N", "C", "C", "C", "N", "H", "H", "H", "H", "H", "H", "H", "H", "H", "H", "Se", "N", "C", "C", "C", "C", "N", "C", "N", "H", "H", "H"], "xyz": [[0.437453, 0.040071, 0.197337], [-2.550743, 2.531966, 2.090953], [-1.234370, 2.087008, 1.973809], [-1.144689, 1.128310, 1.049782], [-2.393337, 0.939544, 0.565834], [-3.249900, 1.769507, 1.176005], [-2.619745, -0.105066, -0.564332], [-1.722907, 0.318201, -1.773111], [-2.056059, 0.635435, -3.027268], [-0.908406, 0.954423, -3.730194], [0.114935, 0.798160, -2.801403], [-0.382471, 0.416632, -1.621982], [-2.137992, -1.499837, -0.078266], [-2.779751, -2.677742, -0.052147], [-1.902827, -3.647350, 0.389624], [-0.714170, -2.953803, 0.620491], [-0.860013, -1.659301, 0.336975], [-2.938477, 3.293277, 2.745361], [-0.354053, 2.416152, 2.504680], [-4.297339, 1.762196, 0.920182], [-3.775315, -0.141684, -0.889084], [-3.087605, 0.615022, -3.340799], [-0.828160, 1.253465, -4.760769], [1.175652, 0.948220, -2.927415], [-3.814561, -2.745742, -0.348055], [-2.098273, -4.696658, 0.527965], [0.233393, -3.329189, 0.976752], [2.296979, -0.400528, 3.612041], [3.974909, -0.222352, 3.131509], [3.998612, -0.012121, 1.829410], [5.132641, 0.195114, 0.977843], [4.878745, 0.378839, -0.334333], [3.537082, 0.369389, -0.856224], [2.480394, 0.189260, -0.133018], [2.717355, -0.005372, 1.207784], [1.667157, -0.197692, 1.971137], [6.139159, 0.199715, 1.375160], [5.695264, 0.536648, -1.025633], [3.371432, 0.517881, -1.916602]], "atomic_forces_ev_per_a": [[-0.852, 0.056, -0.034], [0.065, -0.021, 0.063], [-0.034, -0.003, -0.042], [-0.288, 0.397, 0.263], [0.132, -0.260, -0.196], [-0.055, -0.045, -0.064], [-0.085, -0.010, 0.023], [0.023, -0.093, 0.292], [-0.124, 0.009, -0.053], [0.066, -0.019, 0.001], [-0.040, 0.024, 0.007], [0.034, 0.087, -0.316], [0.026, 0.339, -0.059], [-0.047, 0.087, -0.045], [0.053, -0.002, 0.066], [-0.012, -0.008, 0.010], [-0.151, -0.554, -0.017], [0.017, -0.033, -0.023], [-0.024, 0.003, -0.021], [0.046, -0.011, 0.000], [0.159, 0.018, 0.023], [0.042, -0.005, 0.031], [-0.006, -0.017, 0.041], [-0.039, 0.001, 0.009], [0.050, 0.018, 0.006], [0.013, 0.045, 0.001], [-0.029, 0.006, -0.019], [-0.233, -0.156, 0.517], [0.037, 0.085, -0.060], [0.140, -0.028, -0.169], [-0.052, -0.066, 0.347], [-0.069, 0.057, -0.437], [0.560, 0.103, -0.455], [0.320, -0.102, 0.461], [0.316, 0.051, -0.184], [0.065, 0.034, 0.054], [-0.061, -0.007, 0.049], [-0.083, 0.008, -0.051], [0.119, 0.013, -0.019]]}